11
Properties=species:S:1:pos:R:3:forces:R:3 method="wB97M-V/def2-TZVPD" charge=0 smiles=C#CCCO e_above_lowest_kcal_mol=82.8
C 0.368328 0.862329 -2.268613 -1.01 -0.72 -0.06
C 0.217947 -0.006216 -1.409052 -1.26 0.68 -0.71
C 0.416839 -0.577869 -0.131210 1.32 -0.14 -0.43
C -0.114453 0.291901 1.064871 0.60 0.20 -0.30
O -0.694724 -0.475805 2.100481 -0.02 -0.26 -0.28
H -0.364841 1.272906 -2.923353 0.23 0.57 -0.60
H 1.457960 -0.553206 -0.719213 0.26 0.11 2.90
H 0.383820 -1.637226 0.100702 -0.69 -0.16 -0.48
H -0.835513 1.043606 0.693368 0.34 -0.39 -0.12
H 0.706441 0.837619 1.525526 0.03 0.02 0.02
H -1.533735 -0.841594 1.790001 0.20 0.09 0.05

***

11
Properties=species:S:1:pos:R:3:forces:R:3 method="wB97M-V/def2-TZVPD" charge=0 smiles=C1C[C@H]2O[C@@H]12 e_above_lowest_kcal_mol=35.3
C 0.999773 0.232861 -0.136371 0.27 0.02 -0.18
C -0.375891 0.921965 -0.405216 -0.11 -0.04 0.17
C -1.030921 -0.324011 0.229343 0.27 0.31 0.07
O -0.678633 -1.431405 -0.586382 -0.10 -0.02 0.02
C 0.254666 -0.980582 0.390621 0.52 -0.25 0.26
H 1.553375 0.754452 0.650789 -0.02 -0.17 -0.15
H 1.643999 0.019992 -0.985287 0.12 0.20 -0.10
H -0.524663 1.839647 0.170398 0.09 -0.15 -0.06
H -0.617336 1.111101 -1.457781 -0.12 -0.18 0.30
H -1.769850 -0.431270 0.992238 -0.99 0.11 -0.21
H 0.545482 -1.712750 1.137647 0.07 0.16 -0.12

***

12
Properties=species:S:1:pos:R:3:forces:R:3 method="wB97M-V/def2-TZVPD" charge=0 e_above_lowest_kcal_mol=17.4
C 1.467740 -0.281172 0.078905 0.00 -0.06 -0.02
C -0.045349 -0.288546 0.230778 0.06 -0.07 0.11
C -0.847164 1.010906 0.268497 0.15 0.22 0.20
O -1.862027 0.415402 -0.586602 -0.04 0.03 -0.26
C -1.036726 -0.644046 -0.870633 0.03 -0.52 -0.40
O -1.182588 -1.489046 -1.698098 0.03 0.46 0.40
H 1.900223 0.467905 0.754281 -0.10 -0.16 -0.11
H 1.883010 -1.251747 0.359847 0.00 0.11 -0.14
H 1.798557 -0.044601 -0.937648 -0.16 -0.02 0.14
H -0.364917 -0.926969 1.061032 0.20 0.15 0.13
H -0.364516 1.836376 -0.262969 -0.05 -0.06 0.14
H -1.232680 1.341113 1.235231 -0.12 -0.08 -0.21

***

12
Properties=species:S:1:pos:R:3:forces:R:3 method="wB97M-V/def2-TZVPD" charge=0 e_above_lowest_kcal_mol=113.1
C -1.043430 -0.080723 -0.436627 -0.27 -0.19 -0.14
C 0.483569 -0.271970 -0.500050 0.08 -0.03 0.02
C 0.097910 1.110299 -0.088471 0.14 0.20 -0.31
O 0.025843 1.546168 1.157804 0.00 0.06 0.06
C 1.034176 -1.099029 0.621534 -0.21 -0.14 0.30
O 0.384855 -1.405124 1.591767 0.33 -0.02 -0.48
H -1.465793 -0.792404 0.278171 0.07 0.21 0.03
H -1.031779 0.872493 0.602379 -0.23 0.03 0.03
H -1.594256 0.081227 -1.357067 0.12 -0.10 0.14
H 0.943318 -0.406224 -1.477333 -0.07 0.06 0.19
H 0.065371 1.826689 -0.924159 0.10 -0.11 0.14
H 2.100215 -1.381406 0.532057 -0.08 0.03 0.01

***

12
Properties=species:S:1:pos:R:3:forces:R:3 method="wB97M-V/def2-TZVPD" charge=0 e_above_lowest_kcal_mol=166.6
O 2.356480 -1.457478 0.585815 -0.60 0.50 0.01
C 1.462882 -0.702604 0.669829 0.69 -0.55 0.09
C 0.192681 -0.059886 -0.655019 0.02 0.07 -0.26
C -0.851418 -0.587623 0.284332 -0.15 -0.31 0.03
O -1.207612 0.687361 0.736665 -0.07 0.02 0.13
C -0.230494 1.315828 -0.137623 0.15 0.28 -0.17
H 0.363610 -0.918979 1.313003 -0.03 0.00 0.05
H 0.689472 -0.384401 -1.565685 -0.08 0.04 0.16
H -1.008384 -0.326124 -1.101389 0.00 0.02 -0.02
H -1.564390 -1.408687 0.293331 0.12 0.10 -0.02
H 0.526520 1.859431 0.428615 -0.11 -0.08 -0.08
H -0.729346 1.983162 -0.851878 0.06 -0.09 0.10

***

12
Properties=species:S:1:pos:R:3:forces:R:3 method="wB97M-V/def2-TZVPD" charge=0 smiles=C#C[C@H](O)CO e_above_lowest_kcal_mol=59.2
C 2.240883 -0.696798 0.064025 -0.40 0.30 -0.01
C 1.262375 0.007121 0.076342 0.40 -0.31 -0.04
C 0.012161 0.795847 0.171458 0.11 0.03 -0.22
O -0.392662 0.913265 1.518284 -0.04 -0.28 0.09
C -1.099863 0.147665 -0.664617 -0.01 0.29 -0.09
O -1.367558 -1.163989 -0.213051 0.14 -0.12 -0.11
H 3.126256 -1.295901 0.073901 -0.18 0.12 -0.04
H 0.192042 1.814491 -0.190604 -0.02 -0.15 0.03
H -0.583953 0.006252 1.804103 -0.07 0.23 0.09
H -2.017289 0.717891 -0.500163 0.12 -0.01 -0.03
H -0.852094 0.182760 -1.737330 0.01 -0.07 0.24
H -0.622450 -1.717559 -0.479520 -0.06 -0.03 0.09